Formula: C3H4N4O8
Source: OMol25
Level of theory: ωB97M-V/def2-TZVPD

Element x y z (Å)
C  1.89  0.07  0.71
C  0.79  -0.28  -0.22
C  -0.65  0.29  -0.08
N  0.63  -1.80  -0.41
N  -1.65  -0.38  -1.20
N  -0.63  1.97  -0.41
N  -1.22  0.18  1.35
O  1.38  -2.28  -1.19
O  -1.17  -1.05  -2.03
O  -0.14  2.22  -1.48
O  -0.60  0.73  2.19
O  -0.16  -2.34  0.35
O  -2.71  0.13  -1.10
O  -1.05  2.66  0.46
O  -2.24  -0.45  1.38
H  2.43  0.94  0.52
H  1.45  0.19  1.73
H  2.50  -0.82  0.66
H  1.14  0.02  -1.24

Results
Total energy in a.u.: -937.208150
Total charge: 0
Multiplicity: 1
Relative energy (zero: lowest compared OMol25 entry of this formula, charge and spin) in eV: 0.123
E_LUMO in eV: -1.046


Formula: C3H8INO
Source: OMol25
Level of theory: ωB97M-V/def2-TZVPD

Element x y z (Å)
I  0.53  -3.06  3.65
C  0.16  0.19  -2.28
C  -0.29  -0.26  -0.87
O  -0.96  -1.30  -0.78
N  0.10  0.70  0.27
H  1.01  1.14  0.27
H  -0.52  1.50  0.20
C  -0.16  0.06  1.62
H  1.15  -0.14  -2.58
H  0.01  1.27  -2.19
H  -0.45  -0.12  -3.12
H  0.02  -1.02  1.61
H  -1.14  0.37  1.97
H  0.53  0.65  2.22

Results
Total energy in a.u.: -546.750204
Total charge: -1
Multiplicity: 2
Relative energy (zero: lowest compared OMol25 entry of this formula, charge and spin) in eV: 0.814
E_LUMO (alpha / beta) in eV: 2.899 / 2.726


Formula: C5H10O
Source: OMol25
Level of theory: ωB97M-V/def2-TZVPD

Element x y z (Å)
C  0.27  0.57  -1.48
C  0.63  0.71  -0.02
C  1.91  0.46  0.40
C  -1.45  0.09  1.12
C  -0.49  1.04  0.79
H  0.79  0.95  -2.29
H  -0.60  1.12  -1.45
H  0.36  -0.57  -1.74
H  2.80  0.19  -0.11
H  2.07  0.73  1.46
H  -1.17  -0.92  1.02
H  -2.33  0.55  1.71
H  -0.55  2.08  1.05
H  0.15  -2.48  -0.78
H  -1.24  -2.68  0.10
O  -0.69  -2.02  -0.48

Results
Total energy in a.u.: -271.621776
Total charge: 0
Multiplicity: 1
Relative energy (zero: lowest compared OMol25 entry of this formula, charge and spin) in eV: 3.560
E_LUMO in eV: 0.628


Formula: C11H16Cl3NOReS
Source: OMol25
Level of theory: ωB97M-V/def2-TZVPD

Element x y z (Å)
C  -0.78  0.90  -0.57
C  -1.03  -0.52  -0.79
C  0.32  -1.17  -0.76
C  -2.29  -1.10  -1.32
C  1.26  -0.12  -0.40
C  0.60  1.15  -0.43
C  1.29  2.47  -0.86
C  -1.79  1.95  -0.94
C  0.63  -2.54  -1.27
C  2.73  -0.25  -0.68
Re  -0.60  -1.32  1.07
Cl  -1.54  -3.08  1.30
Cl  -2.10  0.18  1.87
Cl  1.51  -1.97  1.85
H  -3.17  -0.48  -1.04
H  -2.40  -2.18  -1.10
H  -2.23  -0.98  -2.41
H  -0.17  -3.26  -1.04
H  1.59  -2.89  -0.86
H  0.72  -2.44  -2.37
H  3.12  -1.19  -0.27
H  3.23  0.62  -0.25
H  2.95  -0.18  -1.77
H  2.20  2.60  -0.28
H  0.63  3.32  -0.65
H  1.52  2.43  -1.96
H  -2.79  1.78  -0.53
H  -1.88  1.97  -2.04
H  -1.42  2.95  -0.65
O  0.93  3.27  2.32
H  0.09  2.64  2.80
S  -0.33  -0.79  6.23
C  -0.32  -0.84  4.50
N  -0.46  -0.94  3.29

Results
Total energy in a.u.: -2415.678520
Total charge: -2
Multiplicity: 4
Relative energy (zero: lowest compared OMol25 entry of this formula, charge and spin) in eV: 2.129
E_LUMO (alpha / beta) in eV: 4.874 / 4.817


Formula: C6H9N2
Source: OMol25
Level of theory: ωB97M-V/def2-TZVPD

Element x y z (Å)
C  -3.18  0.47  -0.13
C  -1.88  0.93  -0.32
C  -1.84  -1.21  0.15
C  2.82  -0.56  -0.06
C  2.50  -1.68  -0.29
C  2.84  0.93  0.17
N  -3.09  -0.87  0.12
N  -1.10  -0.15  -0.05
H  -4.12  1.08  -0.22
H  -1.34  1.78  -0.58
H  -1.60  -2.25  0.41
H  -0.10  -0.26  -0.01
H  2.13  -2.64  -0.31
H  3.38  1.34  -0.58
H  3.39  1.06  1.03
H  1.91  1.40  0.04
H  -3.92  -1.45  0.12

Results
Total energy in a.u.: -343.203284
Total charge: +1
Multiplicity: 1
Relative energy (zero: lowest compared OMol25 entry of this formula, charge and spin) in eV: 3.216
E_LUMO in eV: -3.103


Formula: C6H6N2
Source: OMol25
Level of theory: ωB97M-V/def2-TZVPD

Element x y z (Å)
C  -2.52  0.18  0.10
C  -1.14  0.43  0.11
C  -0.46  1.52  -0.02
C  1.02  0.69  -0.24
C  0.94  -0.51  0.90
C  -0.18  -0.81  -0.05
H  -0.55  2.67  -0.34
H  2.11  1.20  -0.34
H  1.86  -1.35  0.70
H  0.81  -0.17  1.95
H  -0.37  -1.88  0.01
H  1.48  -1.18  -1.17
N  -3.64  -0.41  -0.27
N  0.63  -0.38  -1.34

Results
Total energy in a.u.: -341.491240
Total charge: 0
Multiplicity: 1
Relative energy (zero: lowest compared OMol25 entry of this formula, charge and spin) in eV: 6.295
E_LUMO in eV: -0.186